Density functional theory data (wB97M-V/def2-TZVPD) for C6H9N in the gas phase.

Geometry as ORCA input:
```
! RIJCOSX wB97M-V def2-TZVPD def2/J DEFGRID3
* xyz 0 1
H -2.111 0.963 0.802
C -0.883 -1.794 0.176
H 1.173 2.307 -0.126
H -1.317 2.433 0.229
H -1.926 1.250 -0.931
H -1.040 -2.091 1.220
C 0.144 -0.706 0.044
H 2.100 -1.789 -0.180
H -0.588 -2.691 -0.378
N 1.074 1.305 -0.091
C -0.121 0.645 0.047
H -1.853 -1.470 -0.219
C -1.433 1.361 0.042
C 1.555 -0.854 -0.116
H 3.124 0.729 -0.323
C 2.100 0.402 -0.196
*
```

Its HOMO energy is -7.768 eV. For the frontier orbital gap, the calculation gives 0.324 hartree. Its relative energy (zero: lowest compared OMol25 entry of this formula, charge and spin) is 2.1 kcal per mole. The calculation puts the molar mass at 95.145 g mol⁻¹. The max |F| comes out at 0.21 eV Å⁻¹. The SMILES is Cc1cc[nH]c1C. The total energy comes out at -7858.070 eV.

***

Density functional theory data (wB97M-V/def2-TZVPD) for a molecular structure, C11H18BaNOP at a distorted geometry.

Geometry as ORCA input:
```
! RIJCOSX wB97M-V def2-TZVPD def2/J DEFGRID3
* xyz 2 1
C 3.279 0.900 -0.492
P -1.687 0.106 0.692
H 1.477 1.930 -1.119
C -0.441 -1.230 0.276
H -0.508 2.142 1.991
H -3.220 1.895 -0.782
H -4.655 1.241 0.026
H 4.256 1.355 -0.369
O -0.956 1.385 0.080
H -3.790 -0.908 0.199
H 2.599 2.888 -0.153
C 0.831 -3.268 0.884
C 1.329 1.599 1.015
H 3.234 0.058 0.201
C -0.164 -2.326 1.123
H -0.085 3.144 0.619
H 0.312 -0.368 -1.546
H -4.405 0.913 -1.678
H 1.993 -2.083 -1.859
H 3.253 0.488 -1.500
C 2.137 1.910 -0.254
C -3.139 -0.246 -0.375
Ba -1.605 -3.539 -0.644
C 1.337 -2.175 -0.996
C -3.900 1.053 -0.730
C 0.379 -1.195 -0.852
H 1.815 2.079 1.864
N 1.577 -3.204 -0.204
H 1.009 -4.036 1.629
C -0.084 2.123 0.989
H -2.852 -0.754 -1.309
H 1.382 0.529 1.214
H -0.711 -2.404 2.061
*
```

Its HOMO energy is -15.247 eV. For the frontier orbital gap, the calculation gives 0.256 hartree. The calculation puts the molar mass at 348.573 g mol⁻¹. The max |F| comes out at 2.38 eV Å⁻¹. The total energy comes out at -25202.909 eV.

***

Density functional theory data (wB97M-V/def2-TZVPD) for 15 unconnected molecules or ions with the total composition CH32O14S2 at a distorted geometry.

Geometry as ORCA input:
```
! RIJCOSX wB97M-V def2-TZVPD def2/J DEFGRID3
* xyz 0 1
H -1.742 2.744 -1.524
O 1.123 0.302 2.699
O -0.431 3.458 -0.343
S -0.374 -0.040 -4.605
O 0.973 2.423 -2.629
H 2.509 -2.272 1.559
H -0.454 -0.260 -0.921
C -1.295 0.096 -0.319
H 1.696 0.991 -2.096
H 1.303 0.959 2.003
H -2.035 -0.094 2.675
H 0.916 2.466 0.216
O -1.248 -3.266 -0.613
H -1.606 -2.132 2.514
H 2.949 -1.004 0.824
H -1.685 -0.313 -4.479
O 2.187 0.260 -1.631
H -0.319 4.414 -0.277
H -1.923 2.119 2.098
O 1.408 -3.424 0.570
S -2.617 0.729 -1.369
H -0.520 -2.804 -1.070
O -1.570 0.739 2.901
H 0.267 2.610 -1.994
H 1.357 -2.953 -0.288
O -1.788 1.965 -2.130
H 0.492 -1.328 2.761
H -1.026 3.224 0.465
H 1.209 -2.556 -2.698
H 1.363 -1.287 -1.842
H 0.673 -4.044 0.628
H -1.883 3.629 2.417
H -1.940 -3.426 -1.259
H 0.594 -2.644 1.980
O 2.946 -1.413 1.698
O -2.512 -2.046 2.154
H 1.842 1.269 -0.213
O -2.027 3.035 1.673
H 1.893 -0.319 2.721
H -1.693 -0.717 0.257
O 1.636 1.884 0.516
H -0.369 1.125 -3.940
H 1.564 3.180 -2.675
H -2.492 -2.517 1.315
O 0.108 -2.224 2.707
H -0.935 0.871 0.376
O 1.002 -2.203 -1.827
H -0.620 0.511 2.954
H 3.098 0.284 -1.941
*
```

Its HOMO energy is -8.635 eV. For the frontier orbital gap, the calculation gives 0.309 hartree. The calculation puts the molar mass at 332.387 g mol⁻¹. The max |F| comes out at 1.03 eV Å⁻¹. The total energy comes out at -51894.038 eV.

***

Density functional theory data (wB97M-V/def2-TZVPD) for C3H8N2O in the gas phase at a distorted geometry.

Geometry as ORCA input:
```
! RIJCOSX wB97M-V def2-TZVPD def2/J DEFGRID3
* xyz 0 1
N 0.173 0.222 0.341
N -2.030 0.989 1.198
C 2.279 -0.292 -0.829
H -1.781 1.836 0.484
H 0.470 0.255 1.349
H 2.384 0.885 -0.611
O 3.227 -0.964 -1.199
C 0.922 -0.632 -0.496
H 0.537 -0.831 -1.490
H -3.040 0.944 1.137
H -1.520 -1.070 0.466
H -1.615 0.205 -0.717
C -1.268 0.003 0.335
H 1.263 -1.551 0.030
*
```

Its HOMO energy is -9.305 eV. For the frontier orbital gap, the calculation gives 0.373 hartree. Its relative energy (zero: lowest compared OMol25 entry of this formula, charge and spin) is 74.4 kcal per mole. The calculation puts the molar mass at 88.110 g mol⁻¹. The max |F| comes out at 5.70 eV Å⁻¹. The SMILES is NCNCC=O. The total energy comes out at -8266.100 eV.

***

Density functional theory data (wB97M-V/def2-TZVPD) for 2 unconnected molecules or ions with the total composition C8H15IS2 at a distorted geometry.

Geometry as ORCA input:
```
! RIJCOSX wB97M-V def2-TZVPD def2/J DEFGRID3
* xyz 0 1
S -2.317 1.948 -1.295
H 3.943 -3.121 -1.484
H 0.292 -1.193 0.796
C -5.874 1.561 -0.316
C 0.509 -0.112 0.941
H -6.805 1.166 -0.513
C 4.009 -1.121 -0.068
H 4.462 -0.148 -0.352
H -0.106 2.012 0.532
C 1.758 0.002 0.095
H 1.738 -0.464 -0.957
H 2.176 -1.838 1.110
H 1.962 1.109 0.104
H -1.910 -0.167 -0.670
H 3.023 -0.500 1.626
C 2.781 -0.920 0.728
H 0.637 0.064 1.947
S 3.593 -1.807 -1.754
I -4.446 -1.125 0.267
H -5.770 2.697 -0.346
C -4.785 0.896 -0.131
H 4.706 -1.966 0.147
C -1.182 0.612 -0.813
H -1.449 0.888 1.357
H -0.388 0.614 -1.522
C -0.557 0.915 0.570
*
```

Its HOMO energy (alpha / beta) is -8.486 / -8.495 eV. For the frontier orbital gap (alpha / beta), the calculation gives 0.234 / 0.235 hartree. Its relative energy (zero: lowest compared OMol25 entry of this formula, charge and spin) is 50.0 kcal per mole. The calculation puts the molar mass at 302.246 g mol⁻¹. The max |F| comes out at 3.88 eV Å⁻¹. The total energy comes out at -38304.257 eV.

***

Density functional theory data (wB97M-V/def2-TZVPD) for a molecular structure, C3H2N4O at a distorted geometry.

Geometry as ORCA input:
```
! RIJCOSX wB97M-V def2-TZVPD def2/J DEFGRID3
* xyz 0 1
O 1.464 -1.392 0.822
H -0.947 1.349 1.174
C 0.500 1.011 -0.416
C 0.850 -0.958 -0.033
N -1.661 -0.216 0.411
N 1.517 0.296 -0.701
C -0.800 0.711 0.294
N -1.357 -1.262 -0.553
H 0.681 2.064 -0.269
N -0.247 -1.604 -0.730
*
```

Its HOMO energy is -9.851 eV. For the frontier orbital gap, the calculation gives 0.319 hartree. Its relative energy (zero: lowest compared OMol25 entry of this formula, charge and spin) is 75.1 kcal per mole. The calculation puts the molar mass at 110.076 g mol⁻¹. The max |F| comes out at 5.20 eV Å⁻¹. The total energy comes out at -11146.016 eV.

***

Density functional theory data (wB97M-V/def2-TZVPD) for C4H6O2 in the gas phase.

Geometry as ORCA input:
```
! RIJCOSX wB97M-V def2-TZVPD def2/J DEFGRID3
* xyz 0 1
C 0.972 -0.035 -0.242
C -1.382 -0.722 0.923
H -0.792 0.712 -1.305
H 0.107 2.069 -0.478
C -0.085 0.998 -0.532
O -2.481 -0.429 0.508
O 1.065 -1.191 -1.018
H 0.141 0.627 1.637
H 1.930 0.335 0.133
H 1.844 -1.080 -1.580
C -0.176 0.155 0.708
H -1.228 -1.622 1.561
*
```

Its HOMO energy is -9.845 eV. For the frontier orbital gap, the calculation gives 0.386 hartree. Its relative energy (zero: lowest compared OMol25 entry of this formula, charge and spin) is 45.4 kcal per mole. The calculation puts the molar mass at 86.090 g mol⁻¹. The max |F| comes out at 0.89 eV Å⁻¹. The SMILES is O=C[C@@H]1C[C@@H]1O. The total energy comes out at -8338.494 eV.

***

Density functional theory data (wB97M-V/def2-TZVPD) for 2 unconnected molecules or ions with the total composition C2H5NO at a distorted geometry.

Geometry as ORCA input:
```
! RIJCOSX wB97M-V def2-TZVPD def2/J DEFGRID3
* xyz 0 1
C 0.085 -0.651 -0.138
H -1.077 -1.196 2.439
H -1.142 -1.717 1.881
H 1.158 -1.729 -1.681
H -0.702 2.318 -0.929
O 0.737 -1.666 -0.785
H 0.791 2.244 0.176
C 0.091 1.834 -0.492
N 0.059 0.562 -0.471
*
```

Its HOMO energy (alpha / beta) is -8.286 / -8.286 eV. For the frontier orbital gap (alpha / beta), the calculation gives 0.317 / 0.317 hartree. Its relative energy (zero: lowest compared OMol25 entry of this formula, charge and spin) is 114.0 kcal per mole. The calculation puts the molar mass at 59.068 g mol⁻¹. The max |F| comes out at 2.93 eV Å⁻¹. The total energy comes out at -5688.287 eV.